[1]
This record from OMol25 describes the molecule C5H11NO. The level of theory is ωB97M-V/def2-TZVPD.

XYZ file:
```
18
Properties=species:S:1:pos:R:3:mulliken_charge:R:1
C 1.52498 0.64604 -1.78759 -1.258
C 1.48380 0.06235 -0.34356 -0.326
C 0.51788 0.84930 0.52839 -0.825
C -0.60593 0.06805 1.18300 -0.751
N -1.39117 -0.65519 0.19437 -0.150
C -2.34156 -1.59376 0.70854 -0.092
O -2.24875 -2.76723 0.53848 -0.422
H 1.90606 1.64922 -1.72179 0.341
H 0.54131 0.61785 -2.24549 0.321
H 2.15477 -0.01207 -2.38899 0.351
H 1.23120 -0.99179 -0.40597 0.350
H 2.51332 0.13396 0.01780 0.317
H 0.06300 1.66056 -0.05824 0.381
H 0.94032 1.42619 1.32132 0.406
H -1.20167 0.73700 1.82492 0.403
H -0.21410 -0.65140 1.91368 0.377
H -1.71447 -0.06954 -0.56185 0.216
H -3.15898 -1.10954 1.28299 0.359
```

Energy above the lowest of the compared OMol25 structures with the same formula, charge and spin   35.9 kcal per mole
Highest occupied orbital energy   -9.4 eV
LUMO   0.03781 hartree
HOMO-LUMO gap   10.4 eV
SMILES   CCCCNC=O

[2]
This record from OMol25 describes the molecule C5H11NO. The level of theory is ωB97M-V/def2-TZVPD.

XYZ file:
```
18
Properties=species:S:1:pos:R:3:mulliken_charge:R:1
C 0.56729 0.30042 -2.24177 -0.885
N 1.11437 0.96306 -1.11595 -0.345
C 0.86976 0.34289 0.13846 -0.278
C -0.45218 0.73054 0.75042 -0.575
C -0.73545 -0.31724 1.87342 -0.529
C -1.19608 -1.56917 1.14341 0.094
O -0.52870 -2.52345 0.83508 -0.468
H 0.90155 0.62020 -3.21504 0.363
H -0.55781 0.48301 -2.26183 0.209
H 0.65734 -0.79899 -2.19458 0.305
H 2.07111 1.06085 -1.32609 0.238
H 0.77786 -0.82621 -0.04532 0.137
H 1.69662 0.57677 0.83480 0.327
H -1.35122 0.74694 0.07172 0.244
H -0.29936 1.77261 1.17252 0.252
H 0.19003 -0.34327 2.43791 0.346
H -1.59458 0.04920 2.50367 0.291
H -2.13055 -1.26816 0.63917 0.273
```

Energy above the lowest of the compared OMol25 structures with the same formula, charge and spin   49.6 kcal per mole
Highest occupied orbital energy   -8.8 eV
LUMO   0.03768 hartree
HOMO-LUMO gap   9.8 eV
SMILES   CNCCCC=O

[3]
This record from OMol25 describes an isolated ion of composition C5H11NO2 and charge -1. The level of theory is ωB97M-V/def2-TZVPD.

XYZ file:
```
19
Properties=species:S:1:pos:R:3:mulliken_charge:R:1
O -1.63786 1.56915 -0.44357 -0.849
C -1.78419 0.26879 -0.75616 -0.588
C -0.43245 -0.49179 -0.45105 0.027
C -0.23744 -0.74260 1.06528 -0.623
C 0.00979 0.50428 1.90230 -1.217
N 0.52260 0.37461 -1.04308 -0.057
C 1.97232 -0.16350 -1.24423 -0.537
O 2.44757 -0.75677 -0.21230 -0.709
H -2.56749 -0.28059 -0.20824 0.290
H -1.99715 0.11503 -1.83671 0.318
H -1.12375 -1.27248 1.41802 0.444
H 0.64009 -1.38444 1.12513 0.350
H 0.97710 0.92049 1.62607 0.223
H 0.04620 0.27730 2.96753 0.400
H -0.73932 1.26180 1.70969 0.298
H 0.05783 1.30805 -0.93495 0.355
H 1.77612 -0.79334 -2.15330 0.257
H 2.51908 0.75762 -1.58266 0.299
H -0.44906 -1.47162 -0.94777 0.318
```

Expectation value of S²   0.76
Energy above the lowest of the compared OMol25 structures with the same formula, charge and spin   43.3 kcal per mole
2S+1   2
Highest occupied orbital energy (spin up / spin down)   -4.0 / -3.5 eV
LUMO (spin up / spin down)   0.15614 / 0.09138 hartree
Charge   -1
HOMO-LUMO gap (spin up / spin down)   8.3 / 6.0 eV

[4]
This record from OMol25 describes an isolated ion of composition C5H11NO2 and charge -2. The level of theory is ωB97M-V/def2-TZVPD.

XYZ file:
```
19
Properties=species:S:1:pos:R:3:mulliken_charge:R:1
N -0.48808 0.83153 -2.22936 -0.577
C -0.78433 0.23587 -0.94599 0.176
C -1.97276 -0.89470 -1.16397 -0.518
O -3.03327 -0.12860 -1.14237 -0.932
C 0.52919 -0.18098 -0.19679 -1.068
C 0.94888 0.42487 1.14008 -0.273
C 2.26722 -0.31785 1.82982 -0.616
O 2.45024 0.14882 2.99980 -0.852
H -1.12434 1.60323 -2.41558 0.241
H -0.22788 0.24815 -2.96206 0.173
H -1.33335 1.06208 -0.27849 0.209
H -1.83131 -1.50416 -0.25040 0.240
H -1.99299 -1.42944 -2.12646 0.168
H 0.68309 -1.20318 -0.06521 0.528
H 1.22630 -0.20847 -1.05889 0.252
H 1.31554 1.43580 0.96689 0.195
H 0.26016 0.22852 1.98143 0.230
H 3.23237 -0.43293 1.24719 0.263
H 1.94397 -1.38532 1.72880 0.162
```

Energy above the lowest of the compared OMol25 structures with the same formula, charge and spin   57.5 kcal per mole
Highest occupied orbital energy   1.0 eV
LUMO   0.26035 hartree
Charge   -2
HOMO-LUMO gap   6.1 eV
SMILES   N[C@@H](C[O-])CCC[O-]

[5]
This record from OMol25 describes the molecule C5H11NO2. The level of theory is ωB97M-V/def2-TZVPD.

XYZ file:
```
19
Properties=species:S:1:pos:R:3:mulliken_charge:R:1
H -2.84733 -0.32115 1.43567 0.263
N -2.65087 0.60327 1.04754 -0.777
C -1.74065 0.57898 0.17874 0.832
C -1.32847 1.82653 -0.53655 -1.138
C -0.93489 -0.68146 -0.19685 -0.060
O -1.38256 -1.82816 0.48963 -0.576
O 0.38378 -0.36230 0.09754 -0.391
C 1.80551 -0.97205 -0.53492 -0.238
C 2.67913 -0.13335 0.30503 -0.831
H -1.90172 2.67095 -0.16336 0.352
H -0.26449 2.00703 -0.38932 0.233
H -1.49956 1.71548 -1.60871 0.298
H -1.07310 -0.90686 -1.26501 0.301
H -1.05601 -1.76313 1.39638 0.341
H 1.78681 -2.03757 -0.30800 0.264
H 1.76488 -0.71987 -1.59463 0.271
H 3.24931 0.61498 -0.23560 0.304
H 1.76712 0.39079 0.83003 0.246
H 3.24311 -0.68210 1.05240 0.304
```

Energy above the lowest of the compared OMol25 structures with the same formula, charge and spin   63.1 kcal per mole
Highest occupied orbital energy   -9.6 eV
LUMO   0.03152 hartree
HOMO-LUMO gap   10.4 eV
SMILES   [H]/N=C(/C)[C@H](O)OCC

[6]
This record from OMol25 describes the molecule C5H11NO2. The level of theory is ωB97M-V/def2-TZVPD.

XYZ file:
```
19
Properties=species:S:1:pos:R:3:mulliken_charge:R:1
C 0.05838 -0.72712 -1.92161 -1.053
C -0.28288 0.48127 -1.09678 -0.490
C 0.62146 0.40445 0.30041 0.155
C 1.28685 1.76533 0.63606 -1.272
N -0.18604 -0.14588 1.46842 -0.191
C -0.75619 -1.36903 1.23953 0.548
O -0.33949 -2.23457 0.50445 -0.539
O -2.03593 -1.22266 1.74938 -0.491
H 0.24854 -0.48036 -2.92771 0.347
H -0.74653 -1.48736 -1.92363 0.270
H 0.74806 -1.44254 -1.44924 0.303
H 0.15928 1.32733 -1.79862 0.249
H -1.34142 0.65763 -1.11280 0.336
H 1.59770 -0.31504 0.18177 0.190
H 1.37199 2.33672 -0.28364 0.360
H 2.19436 1.64643 1.32804 0.301
H 0.45006 2.31099 1.12125 0.337
H -0.58418 0.57080 2.04303 0.293
H -2.46401 -2.07640 1.94170 0.347
```

Energy above the lowest of the compared OMol25 structures with the same formula, charge and spin   42.0 kcal per mole
Highest occupied orbital energy   -9.7 eV
LUMO   0.02847 hartree
HOMO-LUMO gap   10.5 eV
SMILES   CC[C@@H](C)NC(=O)O

[7]
This record from OMol25 describes a 2-piece molecular cluster, C5H11NO2 overall. The level of theory is ωB97M-V/def2-TZVPD.

XYZ file:
```
19
Properties=species:S:1:pos:R:3:mulliken_charge:R:1
C 2.60774 -1.36714 -0.57340 -0.632
N 2.97620 0.00776 -0.29004 0.834
O 2.01991 0.74050 -0.42901 -0.452
O 4.05950 0.42578 0.06646 -0.554
H 3.50308 -1.99835 -0.77096 0.286
H 1.91890 -1.66892 0.35484 0.223
H 1.99408 -1.42066 -1.44342 0.305
C 0.17133 1.45827 0.97906 -1.168
C -0.97554 0.88691 0.55455 1.190
C -1.14797 -0.60651 0.70878 -1.188
C -1.97188 1.58731 -0.33562 -1.166
H 0.31736 2.52833 0.78655 0.314
H 0.75224 0.78071 1.53631 0.415
H -0.27609 -1.11314 0.35395 0.090
H -2.06828 -1.09440 0.17393 0.306
H -1.38378 -1.00628 1.64667 0.348
H -2.67620 2.22595 0.39342 0.235
H -2.69417 0.93210 -0.94466 0.322
H -1.50696 2.35067 -1.05384 0.291
```

Energy above the lowest of the compared OMol25 structures with the same formula, charge and spin   134.0 kcal per mole
Highest occupied orbital energy   -8.7 eV
LUMO   0.00750 hartree
HOMO-LUMO gap   8.9 eV
SMILES   C[N+](=O)[O-].C=C(C)C

[8]
This record from OMol25 describes the molecule C5H11NO2. The level of theory is ωB97M-V/def2-TZVPD.

XYZ file:
```
19
Properties=species:S:1:pos:R:3:mulliken_charge:R:1
C 0.77636 2.05936 -1.23243 -1.195
C 1.02339 1.31837 0.09102 -0.318
C -0.18966 0.45476 0.49455 -1.294
C -0.13882 -0.99767 -0.05775 0.451
N 1.11167 -1.67669 0.35947 -0.685
C -1.37810 -1.69046 0.47846 0.322
O -1.55981 -2.09298 1.59721 -0.572
O -2.41396 -1.56394 -0.38326 -0.463
H -0.28004 2.26323 -1.41099 0.307
H 1.13731 1.56978 -2.13189 0.320
H 1.37239 2.97885 -1.23279 0.346
H 1.22378 1.97048 0.94745 0.354
H 1.84003 0.61930 -0.04428 0.330
H -1.10436 0.99047 0.24364 0.477
H -0.20991 0.33392 1.58574 0.442
H -0.23052 -0.95191 -1.14380 0.260
H 0.85764 -2.64756 0.47417 0.315
H 1.38157 -1.27858 1.25090 0.271
H -3.21897 -1.65873 0.11459 0.330
```

Energy above the lowest of the compared OMol25 structures with the same formula, charge and spin   12.9 kcal per mole
Highest occupied orbital energy   -9.8 eV
LUMO   0.02721 hartree
HOMO-LUMO gap   10.6 eV
SMILES   CCC[C@@H](N)C(=O)O

[9]
This record from OMol25 describes the molecule C5H11NO2. The level of theory is ωB97M-V/def2-TZVPD.

XYZ file:
```
19
Properties=species:S:1:pos:R:3:mulliken_charge:R:1
C -0.14584 -1.63471 -1.92071 -1.030
C 0.74908 -0.59537 -1.18601 -0.439
C 0.18284 -0.15556 0.19498 0.548
C 1.21443 -0.36772 1.27981 -1.636
N -0.43270 1.16645 0.15076 -0.192
C -1.04900 1.73688 1.20866 0.470
O -0.89499 1.33709 2.32705 -0.533
O -1.88517 2.73901 0.76519 -0.505
H 0.35196 -2.49381 -2.32846 0.298
H -0.64453 -1.16278 -2.71321 0.315
H -0.82596 -2.04904 -1.10349 0.282
H 1.86515 -0.80340 -0.94328 0.366
H 0.72683 0.19452 -1.94162 0.272
H -0.54000 -0.93980 0.49564 0.027
H 0.79111 -0.47734 2.30830 0.380
H 2.06376 0.33480 1.41381 0.330
H 1.41804 -1.44965 1.29787 0.466
H -0.37167 1.64880 -0.71733 0.230
H -2.57335 2.97162 1.41203 0.350
```

Energy above the lowest of the compared OMol25 structures with the same formula, charge and spin   26.0 kcal per mole
Highest occupied orbital energy   -9.6 eV
LUMO   0.02938 hartree
HOMO-LUMO gap   10.4 eV
SMILES   CC[C@@H](C)NC(=O)O

[10]
This record from OMol25 describes C5H11NO2 as an isolated structure. The level of theory is ωB97M-V/def2-TZVPD.

XYZ file:
```
19
Properties=species:S:1:pos:R:3:mulliken_charge:R:1
C 0.54480 -0.10681 -0.07427 1.560
C 0.93295 -1.56994 0.00058 -1.602
C 0.71025 0.45812 -1.46252 -1.476
C 1.24749 0.69258 0.99526 -1.528
N -1.33961 -0.39840 0.15679 -0.414
C -1.87018 0.74417 0.58915 0.614
O -3.23178 0.85514 0.59445 -0.476
O -1.18425 1.75968 0.75048 -0.585
H -3.64515 0.04184 0.27754 0.287
H -1.97176 -1.10144 -0.20048 0.186
H 2.01612 -1.65167 -0.17267 0.401
H 0.71208 -1.98613 0.98398 0.381
H 0.03384 -0.04018 -2.16087 0.350
H 2.31932 0.45030 0.98680 0.447
H 0.42198 -2.16226 -0.75809 0.392
H 1.73222 0.26110 -1.81425 0.388
H 0.52170 1.53045 -1.49720 0.365
H 0.83578 0.45563 1.97878 0.358
H 1.21420 1.76782 0.82653 0.351
```

Energy above the lowest of the compared OMol25 structures with the same formula, charge and spin   38.8 kcal per mole
Highest occupied orbital energy   -9.5 eV
LUMO   0.01775 hartree
HOMO-LUMO gap   10.0 eV

[11]
This record from OMol25 describes C5H11NO2 as an isolated structure. The level of theory is ωB97M-V/def2-TZVPD.

XYZ file:
```
19
Properties=species:S:1:pos:R:3:mulliken_charge:R:1
C 1.04488 -0.41799 -0.49051 -0.841
C -0.02052 -1.45414 -0.29150 -0.193
C -0.27226 0.85774 1.91019 -1.182
C -1.27418 -1.27405 -1.12450 -1.199
N 0.64107 0.92470 -0.37653 0.263
C 0.07004 1.61429 0.65674 0.904
O 0.97938 1.72564 -1.48221 -0.467
O -0.14251 2.81284 0.51675 -0.708
H 0.72248 2.62113 -1.17118 0.377
H 1.58821 -0.49596 -1.42601 0.513
H 1.90775 -1.33613 0.00439 0.135
H -0.27929 -1.66766 0.74169 0.301
H 0.97097 -2.27261 -0.13201 0.178
H -1.21302 0.32377 1.77800 0.244
H 0.49880 0.13531 2.16859 0.373
H -0.40788 1.58435 2.70760 0.330
H -1.97059 -0.58276 -0.64019 0.263
H -1.06111 -0.86624 -2.11150 0.329
H -1.78222 -2.23223 -1.23781 0.380
```

Energy above the lowest of the compared OMol25 structures with the same formula, charge and spin   119.4 kcal per mole
Highest occupied orbital energy   -8.9 eV
LUMO   0.02599 hartree
HOMO-LUMO gap   9.6 eV

[12]
This record from OMol25 describes a 3-piece molecular cluster, C5H11NO2 overall. The level of theory is ωB97M-V/def2-TZVPD.

XYZ file:
```
19
Properties=species:S:1:pos:R:3:mulliken_charge:R:1
C 0.83843 -1.70835 1.47336 -0.909
C -2.00095 -0.02567 -0.18272 -1.062
N 0.67728 -0.27393 1.53476 0.021
H 0.22419 0.12392 2.34408 0.221
H 0.42100 -2.30139 2.28768 0.370
H 1.85479 -2.06932 1.28214 0.309
H 0.26610 -2.17075 0.66423 0.294
H -2.24924 -0.60173 -1.06486 0.313
H -2.59892 -0.50035 0.58609 0.364
H -2.21951 1.03272 -0.19902 0.273
C -0.15976 1.48267 -1.85557 -1.248
C -0.03492 0.09670 -1.31181 0.679
C 1.51720 0.58647 0.87187 -0.191
O 0.26744 -0.95897 -1.75719 -0.379
O 1.63341 1.76805 1.14651 -0.609
H 2.09747 0.07619 0.08668 0.498
H -1.11883 1.57023 -2.37549 0.326
H -0.10717 2.18620 -1.02520 0.342
H 0.69201 1.68733 -2.50554 0.387
```

Energy above the lowest of the compared OMol25 structures with the same formula, charge and spin   105.2 kcal per mole
Highest occupied orbital energy (spin up / spin down)   -7.9 / -7.9 eV
LUMO (spin up / spin down)   -0.00108 / -0.00099 hartree
HOMO-LUMO gap (spin up / spin down)   7.9 / 7.9 eV

[13]
This record from OMol25 describes the molecule C5H11NO2. The level of theory is ωB97M-V/def2-TZVPD.

XYZ file:
```
19
Properties=species:S:1:pos:R:3:mulliken_charge:R:1
C 1.16225 -1.27152 1.58240 -1.379
C -0.20512 -0.88596 1.02660 0.743
C -1.01460 -0.07645 2.01355 -1.381
O -0.20966 -0.21545 -0.27493 -0.082
N 0.52959 0.92782 -0.27169 -0.585
C 0.63955 1.44888 -1.41050 -0.109
C 0.03168 0.91005 -2.70686 -0.258
O -1.34023 0.73538 -2.67923 -0.541
H 1.05022 -2.11916 2.23191 0.421
H 1.61424 -0.41914 2.10766 0.304
H 1.84542 -1.57917 0.77331 0.357
H -0.80133 -1.82201 0.80412 0.202
H -0.48866 0.77283 2.53129 0.295
H -1.86942 0.38995 1.50359 0.367
H -1.38316 -0.70787 2.87884 0.371
H 1.21946 2.36420 -1.44001 0.405
H 0.22728 1.63619 -3.47809 0.309
H 0.57353 -0.02300 -3.01322 0.223
H -1.58105 -0.06557 -2.17875 0.337
```

Energy above the lowest of the compared OMol25 structures with the same formula, charge and spin   70.7 kcal per mole
Highest occupied orbital energy   -9.6 eV
LUMO   0.03327 hartree
HOMO-LUMO gap   10.5 eV
SMILES   CC(C)O/N=C\CO

[14]
This record from OMol25 describes a 2-piece molecular cluster, C5H11NO2 overall. The level of theory is ωB97M-V/def2-TZVPD.

XYZ file:
```
19
Properties=species:S:1:pos:R:3:mulliken_charge:R:1
N -0.63402 2.04325 1.93875 -0.601
C -1.00763 0.78368 1.48517 -0.216
C -0.19758 -0.12302 0.93630 -0.147
C -0.71490 -1.46322 0.46226 -0.630
C 0.32492 -2.22024 -0.37258 -0.677
C 0.40124 -1.68872 -1.78569 0.002
O 1.28611 -0.98956 -2.20093 -0.456
H -1.22031 2.45557 2.65866 0.212
H 0.32229 2.19984 2.25991 0.253
H -2.02290 0.43438 1.64671 0.317
H 0.82546 0.17052 0.72260 0.234
H -0.99266 -2.06848 1.32850 0.367
H -1.64523 -1.32879 -0.10191 0.403
H 1.31422 -2.00705 0.03967 0.313
H 0.10026 -3.28680 -0.38584 0.334
H -0.45002 -1.99089 -2.43698 0.330
O 0.61151 2.71066 -0.64865 -0.657
H -0.01305 2.89398 0.06835 0.321
H 0.03054 2.65276 -1.39715 0.299
```

Energy above the lowest of the compared OMol25 structures with the same formula, charge and spin   42.4 kcal per mole
Highest occupied orbital energy   -8.3 eV
LUMO   0.03190 hartree
HOMO-LUMO gap   9.2 eV
SMILES   N/C=C/CCC=O.O